[1]
C22H32N11O2S | ωB97M-V/def2-TZVPD

The HOMO energy is -3.78 eV. For the HOMO-LUMO gap, the calculation gives 5.52 eV. The molar mass comes out at 514.6 g/mol. The charge is -1.

Each line ends with the natural charge from an NBO analysis.
Element x y z (Å)
C -0.32 -2.13 0.62  -0.708
C -0.95 -1.44 -0.59  0.382
C 0.01 -0.59 -1.44  -0.664
N -2.15 -1.53 -0.99  -0.487
C -3.14 -1.53 0.07  -0.032
N -4.47 -1.91 -0.54  -0.385
N -4.25 -2.96 -1.58  -0.300
C -4.04 -4.05 -1.10  0.217
S -3.24 -5.31 -0.51  -0.084
C -3.34 -0.08 0.67  0.751
O -2.34 0.62 0.94  -0.760
O -4.53 0.29 0.88  -0.718
H 0.11 -1.43 1.36  0.230
H 0.55 -2.71 0.24  0.231
H -0.98 -2.85 1.13  0.213
H 1.04 -0.67 -1.05  0.183
H -0.35 0.43 -1.55  0.244
H 0.02 -1.07 -2.44  0.227
H -2.96 -2.27 0.87  0.152
H -4.95 -2.40 0.21  0.339
C -4.18 4.89 0.39  -0.704
C -4.20 3.47 0.75  0.185
N -4.21 2.34 1.01  -0.206
H -3.20 5.33 0.58  0.232
H -4.41 5.04 -0.67  0.229
H -4.91 5.45 0.97  0.234
C 1.60 3.43 -1.86  -0.739
C 1.44 2.36 -2.84  0.299
N 1.32 1.51 -3.60  -0.355
H 1.16 4.35 -2.22  0.261
H 1.11 3.18 -0.92  0.269
H 2.65 3.62 -1.65  0.260
C 2.45 -4.10 3.67  -0.738
C 2.36 -3.75 2.26  0.323
N 2.28 -3.47 1.15  -0.379
H 3.00 -3.35 4.23  0.258
H 1.46 -4.19 4.13  0.256
H 2.96 -5.05 3.81  0.277
C 5.09 1.32 -2.73  -0.732
C 5.25 2.14 -1.53  0.294
N 5.37 2.78 -0.59  -0.349
H 5.96 0.69 -2.90  0.258
H 4.22 0.67 -2.65  0.271
H 4.96 1.94 -3.62  0.257
C 3.38 -3.11 -2.17  -0.728
C 4.17 -2.61 -3.29  0.303
N 4.79 -2.20 -4.16  -0.360
H 4.01 -3.61 -1.43  0.248
H 2.85 -2.31 -1.65  0.276
H 2.63 -3.84 -2.50  0.261
C -1.59 6.48 -2.49  -0.727
C -0.24 6.51 -1.95  0.299
N 0.82 6.54 -1.52  -0.341
H -1.87 5.48 -2.82  0.267
H -2.32 6.80 -1.75  0.256
H -1.69 7.14 -3.36  0.253
C -5.87 2.72 4.31  -0.732
C -5.88 3.52 5.53  0.305
N -5.89 4.15 6.49  -0.373
H -4.91 2.23 4.16  0.283
H -6.64 1.95 4.34  0.255
H -6.06 3.34 3.43  0.260
C 5.26 -6.18 1.23  -0.729
C 5.07 -6.01 2.67  0.315
N 4.92 -5.88 3.80  -0.360
H 5.92 -5.42 0.83  0.259
H 5.71 -7.15 1.01  0.254
H 4.32 -6.12 0.70  0.267



[2]
C22H32N2O2 | ωB97M-V/def2-TZVPD

The HOMO energy is -8.52 eV. For the HOMO-LUMO gap, the calculation gives 9.18 eV. The molar mass comes out at 356.5 g/mol. For the energy above the lowest of the compared OMol25 structures with the same formula, charge and spin, the calculation gives 78.21 kJ/mol. The charge is 0.

Each line ends with the natural charge from an NBO analysis.
Element x y z (Å)
C -1.48 0.36 3.40  -0.618
C -1.00 0.49 1.97  -0.043
C -1.60 -0.58 1.04  -0.421
C -3.08 -0.39 0.83  -0.015
C -3.53 0.65 0.02  -0.212
C -4.88 0.88 -0.17  -0.198
C -5.80 0.06 0.46  -0.047
C -5.37 -0.98 1.27  0.072
C -4.01 -1.20 1.46  -0.248
C -6.55 -1.72 1.85  -0.443
C -7.71 -1.29 0.93  -0.384
C -7.31 0.11 0.42  -0.423
N 0.46 0.43 1.94  -0.617
C 1.16 0.91 0.89  0.664
O 0.66 1.48 -0.06  -0.653
C 2.66 0.63 0.94  0.159
O 3.09 0.21 2.23  -0.719
C 3.10 -0.38 -0.15  -0.418
C 3.89 0.74 -0.87  -0.023
C 5.39 0.46 -1.00  -0.386
C 5.67 -0.61 -2.05  -0.410
C 5.08 -0.24 -3.40  -0.045
N 5.31 -1.32 -4.37  -0.838
C 3.59 0.04 -3.27  -0.405
C 3.31 1.12 -2.23  -0.403
C 3.52 1.72 0.26  -0.419
H -2.57 0.41 3.44  0.229
H -1.17 -0.60 3.82  0.199
H -1.08 1.16 4.02  0.215
H -1.28 1.47 1.57  0.216
H -1.08 -0.52 0.08  0.232
H -1.40 -1.57 1.47  0.201
H -2.80 1.28 -0.48  0.219
H -5.21 1.69 -0.82  0.211
H -3.68 -2.02 2.10  0.205
H -6.40 -2.80 1.88  0.214
H -6.72 -1.39 2.88  0.207
H -7.76 -1.98 0.09  0.201
H -8.67 -1.30 1.44  0.209
H -7.68 0.89 1.10  0.208
H -7.71 0.33 -0.57  0.216
H 0.96 -0.09 2.64  0.416
H 3.20 1.00 2.78  0.473
H 3.71 -1.17 0.28  0.225
H 2.28 -0.82 -0.72  0.220
H 5.89 1.39 -1.28  0.200
H 5.79 0.15 -0.03  0.207
H 6.75 -0.77 -2.14  0.205
H 5.23 -1.57 -1.73  0.201
H 5.57 0.69 -3.73  0.161
H 5.56 -0.95 -5.28  0.358
H 6.10 -1.89 -4.08  0.354
H 3.18 0.33 -4.24  0.211
H 3.09 -0.90 -2.99  0.203
H 2.24 1.30 -2.13  0.236
H 3.77 2.07 -2.55  0.196
H 2.96 2.60 -0.05  0.234
H 4.37 2.01 0.89  0.209



[3]
C22H32N2O2PRbS2Si | ωB97M-V/def2-TZVPD

The HOMO energy is -1.58 eV. For the HOMO-LUMO gap, the calculation gives 5.65 eV. The molar mass comes out at 565.2 g/mol. For the energy above the lowest of the compared OMol25 structures with the same formula, charge and spin, the calculation gives 27.10 kJ/mol. The charge is -2.

Each line ends with the natural charge from an NBO analysis.
Element x y z (Å)
Rb 1.18 -0.78 -0.08  0.940
C -2.80 2.37 1.70  -0.686
C -1.87 2.04 0.55  0.246
N -1.95 0.87 0.02  -0.268
N -3.02 0.13 0.38  -0.418
C -3.04 -1.07 0.80  -0.042
S -1.88 -2.14 1.44  -0.504
S -4.76 -1.76 0.71  0.136
C -5.05 -1.66 -1.11  -0.543
C -5.70 -0.38 -1.54  -0.027
C -4.95 0.69 -2.02  -0.195
C -5.57 1.89 -2.35  -0.200
C -6.95 2.03 -2.24  -0.245
C -7.71 0.95 -1.79  -0.245
C -7.09 -0.24 -1.45  -0.171
C -0.94 3.07 0.06  -0.238
C -1.32 4.41 0.16  -0.125
C -0.50 5.47 -0.23  -0.368
C 0.77 5.17 -0.71  -0.209
C 1.18 3.86 -0.84  -0.331
C 0.35 2.75 -0.51  0.431
O 0.75 1.56 -0.68  -0.830
H -2.67 1.62 2.49  0.230
H -3.84 2.29 1.36  0.228
H -2.61 3.35 2.13  0.202
H -5.69 -2.51 -1.32  0.210
H -4.08 -1.81 -1.59  0.236
H -3.88 0.61 -2.09  0.240
H -4.96 2.72 -2.69  0.209
H -7.43 2.96 -2.50  0.195
H -8.78 1.05 -1.70  0.192
H -7.68 -1.07 -1.08  0.191
H -2.31 4.65 0.53  0.178
H -0.84 6.49 -0.15  0.181
H 1.44 5.98 -0.99  0.181
H 2.18 3.63 -1.21  0.199
C 1.61 -5.96 -0.21  -0.931
P 2.10 -4.17 -0.15  0.792
C 3.90 -4.40 0.12  -0.965
C 1.60 -3.82 1.59  -0.953
H 2.05 -6.51 0.63  0.199
H 1.94 -6.40 -1.15  0.211
H 0.52 -6.04 -0.15  0.226
H 4.08 -5.06 0.97  0.191
H 4.33 -3.41 0.30  0.317
H 4.36 -4.82 -0.77  0.207
H 1.80 -4.68 2.23  0.203
H 0.53 -3.58 1.63  0.253
H 2.17 -2.96 1.94  0.249
C 6.00 0.60 -0.86  -1.135
Si 5.31 -0.26 0.70  1.907
C 4.71 1.12 1.87  -1.139
C 6.92 -0.91 1.52  -1.131
O 4.20 -1.34 0.43  -1.376
H 6.83 1.28 -0.63  0.201
H 5.22 1.18 -1.37  0.222
H 6.37 -0.15 -1.56  0.210
H 5.44 1.93 2.01  0.202
H 4.49 0.69 2.86  0.212
H 3.79 1.56 1.49  0.231
H 7.63 -0.09 1.70  0.201
H 7.42 -1.64 0.88  0.207
H 6.72 -1.39 2.49  0.209